106
Properties=species:S:1:pos:R:3 method="wB97M-V/def2-TZVPD" gap_ev="2.57 / 6.60" total_energy_ha=-2526.21368 total_charge=+1 spin_multiplicity=2
Ag -0.6635 1.7796 0.7336
Na -3.7308 -2.3267 2.9566
O 2.7947 1.3945 -5.8662
C 1.8185 2.0041 -6.2506
C -0.8728 -2.8682 1.8382
O -1.7962 -2.0917 1.8490
H 1.6303 3.0878 -6.1574
H 1.3732 1.5380 -7.1024
H -0.1691 -2.9084 2.7659
H -0.5876 -3.4670 0.9598
C -6.1973 0.0358 0.0989
C -5.2446 -0.0138 1.2586
O -4.9633 -1.1077 1.7892
N -4.5427 1.0386 1.7643
C -4.8085 2.4322 1.4220
H -5.6547 0.2704 -0.7882
H -7.0884 0.6631 0.2887
H -6.5580 -0.9997 0.1281
H -3.9381 0.8107 2.5172
H -5.4246 2.9392 2.1761
H -5.2503 2.4961 0.4368
H -3.8026 2.8847 1.3615
C -2.8802 -1.3331 -2.0326
C -2.8749 0.1230 -2.0142
O -2.0972 0.8209 -1.3522
N -3.8268 0.6896 -2.8081
C -3.9611 2.1455 -2.7533
H -3.3887 -1.5839 -1.0842
H -1.8138 -1.6375 -2.0011
H -3.4053 -1.8257 -2.8877
H -4.4956 0.2026 -3.3669
H -4.6608 2.3466 -3.4973
H -2.9881 2.5863 -2.8617
H -4.3833 2.4832 -1.8449
C 6.2067 0.3403 4.1930
C 5.2244 -0.3941 3.2824
O 4.0102 -0.2919 3.3124
N 5.8835 -1.1414 2.4058
C 5.1411 -1.7786 1.3872
H 5.7749 0.8989 5.0420
H 6.6121 1.1064 3.5521
H 6.9703 -0.2656 4.6849
H 6.8518 -1.2963 2.4937
H 4.3463 -2.4328 1.8542
H 5.8225 -2.4022 0.7971
H 4.6799 -1.1078 0.7110
C 2.4795 0.6317 0.2203
C 1.4470 -0.2185 -0.4863
O 0.2613 -0.1757 -0.1697
N 1.9229 -0.8446 -1.5796
C 1.0150 -1.6924 -2.3674
H 3.1282 0.0640 0.8341
H 2.0484 1.3732 0.8502
H 3.1334 1.1447 -0.5067
H 2.9396 -0.8864 -1.7447
H 0.2088 -1.0615 -2.7165
H 0.5895 -2.4077 -1.6775
H 1.5966 -2.2030 -3.1693
C -3.9442 -6.8820 2.5011
C -4.5082 -5.5522 1.9582
O -4.3131 -4.5252 2.5347
N -5.3131 -5.6878 0.8899
C -5.7609 -4.5923 0.0929
H -4.4393 -7.7002 1.9594
H -4.1361 -6.8837 3.5610
H -2.8996 -6.9717 2.3296
H -5.4200 -6.6081 0.5141
H -4.9388 -4.2265 -0.4909
H -6.1240 -3.7118 0.7085
H -6.6237 -4.8763 -0.5151
C 0.8685 0.6144 4.7322
C 0.1939 1.8397 4.0766
O -0.4395 1.7414 3.0304
N 0.4082 3.0358 4.7338
C -0.1915 4.3746 4.3625
H 0.1592 0.0363 5.3230
H 1.6814 0.9774 5.2860
H 1.2103 0.0716 3.8862
H 0.9326 2.9560 5.6053
H -1.2002 4.1382 4.0210
H 0.3747 4.8323 3.5602
H -0.1265 4.8789 5.3469
C 7.2839 -0.7320 -1.3390
C 6.1060 -0.9091 -2.2364
O 5.0399 -1.2921 -1.7530
N 6.2588 -0.5145 -3.5293
C 5.1711 -0.6100 -4.4433
H 7.9619 0.0017 -1.8305
H 7.8353 -1.6805 -1.3599
H 6.9878 -0.3229 -0.3882
H 7.1388 -0.2220 -3.9023
H 5.0044 -1.6527 -4.7700
H 5.2663 0.0055 -5.3405
H 4.2782 -0.2336 -3.9573
C -1.2204 5.2377 -1.9111
C -0.7058 4.0687 -1.1566
O -1.0765 3.8055 0.0253
N 0.1895 3.2948 -1.7853
C 0.6887 3.4704 -3.1461
H -1.9927 5.6372 -1.1817
H -1.7236 4.9524 -2.8583
H -0.4798 6.0386 -2.1667
H 0.2145 2.3150 -1.4762
H -0.1007 3.4845 -3.8812
H 1.3359 2.6229 -3.3951
H 1.2468 4.3883 -3.1033